ORCA calculation (the ωB97M-V functional and the def2-TZVPD basis) on a 2-piece molecular cluster, C5H12O overall in a non-equilibrium geometry.

Cartesian coordinates (Å):
C (-2.248, -0.779, 0.552)
C (-1.325, 0.105, 1.392)
C (0.111, -0.058, 1.015)
O (0.840, 1.027, 0.933)
C (2.083, 1.124, 0.583)
C (1.082, -0.147, -2.255)
H (-3.290, -0.673, 0.875)
H (-1.969, -1.833, 0.649)
H (-2.185, -0.513, -0.506)
H (-1.480, -0.126, 2.454)
H (-1.596, 1.157, 1.261)
H (0.624, -1.006, 1.060)
H (0.476, -0.182, -1.259)
H (2.703, 0.238, 0.525)
H (2.445, 2.132, 0.467)
H (1.989, -0.740, -2.202)
H (1.317, 0.870, -2.556)
H (0.422, -0.598, -2.989)

## Properties
orbital gap (spin up / spin down): 8.135 / 8.052 eV
HOMO energy (spin up / spin down): -7.2 / -7.1 eV
ΔE to the lowest compared entry with this formula, charge and spin: 90.3 kcal per mole

ORCA calculation (the ωB97M-V functional and the def2-TZVPD basis) on the molecule C5H12O2.

Cartesian coordinates (Å):
C (2.350, 0.384, 1.262)
C (0.829, 0.450, 1.182)
C (0.289, -0.209, -0.090)
O (0.259, -1.619, 0.026)
C (-1.100, 0.296, -0.493)
C (-1.478, -0.155, -1.895)
O (-1.993, -0.242, 0.482)
H (2.702, -0.650, 1.185)
H (2.803, 0.960, 0.446)
H (2.721, 0.800, 2.202)
H (0.380, -0.046, 2.051)
H (0.508, 1.499, 1.219)
H (0.974, 0.010, -0.919)
H (-0.547, -1.803, 0.539)
H (-1.107, 1.396, -0.440)
H (-1.315, -1.232, -1.999)
H (-2.530, 0.073, -2.113)
H (-0.865, 0.362, -2.641)
H (-2.876, -0.263, 0.097)

## Properties
orbital gap: 10.872 eV
HOMO energy: -10.0 eV
ΔE to the lowest compared entry with this formula, charge and spin: 13.1 kcal per mole

ORCA calculation (the ωB97M-V functional and the def2-TZVPD basis) on C5H12O2 as an isolated structure in a non-equilibrium geometry.

Cartesian coordinates (Å):
C (-1.348, 0.264, -0.320)
C (0.414, 1.771, -0.158)
C (0.598, -0.980, -0.115)
C (-2.436, -0.439, 0.405)
C (2.100, -1.221, -0.320)
O (-0.887, 1.378, 0.227)
O (0.906, 2.747, 0.677)
H (1.023, 2.362, 1.554)
H (-1.292, 0.202, -1.404)
H (0.431, 2.143, -1.186)
H (0.793, 0.431, -0.150)
H (0.318, -1.262, 0.903)
H (0.061, -1.666, -0.772)
H (-3.431, -0.150, 0.049)
H (-2.374, -0.229, 1.472)
H (-2.338, -1.519, 0.256)
H (2.365, -2.271, -0.160)
H (2.405, -0.942, -1.332)
H (2.693, -0.619, 0.375)

## Properties
orbital gap: 8.492 eV
HOMO energy: -7.6 eV
ΔE to the lowest compared entry with this formula, charge and spin: 114.9 kcal per mole

ORCA calculation (the ωB97M-V functional and the def2-TZVPD basis) on a 3-piece molecular cluster, C5H12O2 overall in a non-equilibrium geometry.

Cartesian coordinates (Å):
C (-0.145, -3.488, 1.001)
C (-0.509, -2.955, -0.162)
C (-1.423, -1.755, -0.213)
C (-0.855, -0.564, -0.354)
C (-1.650, 0.712, -0.460)
H (0.600, -4.269, 1.026)
H (-0.598, -3.165, 1.930)
H (-0.014, -3.259, -1.082)
H (-2.485, -1.939, -0.227)
H (0.196, -0.399, -0.559)
H (-1.894, 1.064, -1.473)
H (-1.040, 1.490, -0.032)
H (-2.645, 0.697, -0.015)
O (0.565, 2.487, 1.565)
H (1.079, 1.690, 1.537)
H (1.184, 3.121, 1.942)
O (3.488, 3.332, -1.700)
H (3.450, 3.399, -0.741)
H (2.697, 3.801, -1.984)

## Properties
orbital gap: 9.613 eV
HOMO energy: -9.3 eV
ΔE to the lowest compared entry with this formula, charge and spin: 53.3 kcal per mole

ORCA calculation (the ωB97M-V functional and the def2-TZVPD basis) on the molecule C5H12O2.

Cartesian coordinates (Å):
C (-1.818, -1.023, -1.712)
C (-0.835, -1.090, -0.547)
C (-0.123, 0.244, -0.305)
O (-1.025, 1.321, -0.197)
C (0.798, 0.145, 0.958)
C (2.136, 0.827, 0.737)
O (0.067, 0.748, 2.024)
H (-2.584, -0.268, -1.517)
H (-1.309, -0.749, -2.644)
H (-2.306, -1.991, -1.870)
H (-1.360, -1.374, 0.376)
H (-0.071, -1.860, -0.744)
H (0.498, 0.446, -1.194)
H (-1.128, 1.486, 0.754)
H (0.957, -0.917, 1.195)
H (1.969, 1.861, 0.413)
H (2.743, 0.815, 1.655)
H (2.686, 0.293, -0.045)
H (0.704, 1.085, 2.665)

## Properties
orbital gap: 10.641 eV
HOMO energy: -9.8 eV
ΔE to the lowest compared entry with this formula, charge and spin: 15.5 kcal per mole

ORCA calculation (the ωB97M-V functional and the def2-TZVPD basis) on the molecule C5H12O2.

Cartesian coordinates (Å):
C (-1.748, -0.100, 2.021)
C (-0.338, 0.010, 1.452)
C (-0.286, -0.269, -0.051)
O (-1.223, 0.517, -0.765)
C (1.120, -0.021, -0.619)
C (1.281, -0.585, -2.021)
O (1.334, 1.394, -0.605)
H (-2.422, 0.604, 1.525)
H (-2.155, -1.106, 1.866)
H (-1.758, 0.108, 3.096)
H (0.074, 1.012, 1.633)
H (0.332, -0.698, 1.959)
H (-0.574, -1.312, -0.239)
H (-0.904, 1.428, -0.666)
H (1.864, -0.472, 0.053)
H (0.486, -0.196, -2.668)
H (2.258, -0.318, -2.441)
H (1.206, -1.678, -2.014)
H (1.454, 1.683, -1.517)

## Properties
orbital gap: 10.912 eV
HOMO energy: -10.0 eV
ΔE to the lowest compared entry with this formula, charge and spin: 12.8 kcal per mole

ORCA calculation (the ωB97M-V functional and the def2-TZVPD basis) on the molecule C5H12O2.

Cartesian coordinates (Å):
C (-1.676, -0.293, 1.539)
O (-0.436, -0.467, 0.893)
C (-0.217, 0.371, -0.242)
C (-0.459, 1.845, 0.067)
C (1.216, 0.112, -0.699)
C (1.462, -1.308, -1.204)
O (1.412, -2.280, -0.187)
H (-2.507, -0.237, 0.821)
H (-1.683, 0.616, 2.156)
H (-1.826, -1.157, 2.190)
H (-0.915, 0.056, -1.040)
H (0.122, 2.150, 0.945)
H (-1.516, 2.057, 0.257)
H (-0.148, 2.458, -0.784)
H (1.891, 0.319, 0.141)
H (1.455, 0.823, -1.501)
H (0.738, -1.530, -2.009)
H (2.462, -1.368, -1.649)
H (0.660, -2.044, 0.377)

## Properties
orbital gap: 10.848 eV
HOMO energy: -9.9 eV
ΔE to the lowest compared entry with this formula, charge and spin: 24.8 kcal per mole

ORCA calculation (the ωB97M-V functional and the def2-TZVPD basis) on the molecule C5H12O2 in a non-equilibrium geometry.

Cartesian coordinates (Å):
C (1.194, -0.705, -2.044)
O (0.037, 0.109, -1.985)
C (-0.201, 0.816, -0.806)
O (0.801, 1.684, -0.433)
C (-0.608, -0.147, 0.461)
C (-1.697, 0.541, 1.284)
C (0.493, -0.666, 1.390)
H (1.092, -1.587, -1.401)
H (1.264, -1.037, -3.078)
H (2.102, -0.154, -1.777)
H (-1.089, 1.414, -1.037)
H (1.293, 0.979, 0.107)
H (-1.059, -1.013, -0.037)
H (-2.551, 0.803, 0.663)
H (-2.062, -0.118, 2.071)
H (-1.303, 1.452, 1.732)
H (1.294, -1.154, 0.839)
H (0.072, -1.377, 2.100)
H (0.929, 0.160, 1.950)

## Properties
orbital gap: 10.688 eV
HOMO energy: -9.8 eV
ΔE to the lowest compared entry with this formula, charge and spin: 33.3 kcal per mole

ORCA calculation (the ωB97M-V functional and the def2-TZVPD basis) on a 3-piece molecular cluster, C5H12O2 overall in a non-equilibrium geometry.

Cartesian coordinates (Å):
C (1.074, 0.333, -2.988)
C (0.234, -0.207, -2.071)
C (-0.270, 0.449, -0.877)
C (0.526, 1.254, -0.145)
C (0.075, 2.408, 0.756)
H (1.197, -0.295, -3.864)
H (1.405, 1.358, -2.998)
H (-0.276, -1.087, -2.459)
H (-1.246, 0.059, -0.558)
H (1.513, 1.435, -0.605)
H (0.653, 3.240, 0.317)
H (-0.980, 2.690, 0.699)
H (0.344, 2.219, 1.789)
O (0.341, -1.778, 1.156)
H (-0.506, -1.586, 1.579)
H (0.269, -1.389, 0.280)
O (-1.577, -2.679, 3.329)
H (-0.893, -3.034, 2.756)
H (-1.882, -3.391, 3.902)

## Properties
orbital gap: 9.443 eV
HOMO energy: -8.8 eV
ΔE to the lowest compared entry with this formula, charge and spin: 57.6 kcal per mole

ORCA calculation (the ωB97M-V functional and the def2-TZVPD basis) on the molecule C5H12O2.

Cartesian coordinates (Å):
C (-1.035, 2.131, 1.416)
O (-0.927, 0.836, 0.878)
C (0.108, 0.731, -0.079)
C (0.071, -0.636, -0.751)
C (1.235, -0.742, -1.736)
C (0.108, -1.782, 0.266)
O (-1.086, -1.922, 0.998)
H (-0.111, 2.429, 1.933)
H (-1.247, 2.864, 0.625)
H (-1.862, 2.120, 2.129)
H (-0.015, 1.525, -0.834)
H (1.089, 0.889, 0.404)
H (-0.877, -0.716, -1.295)
H (1.169, -1.662, -2.327)
H (2.195, -0.749, -1.204)
H (1.242, 0.100, -2.436)
H (0.258, -2.733, -0.260)
H (0.981, -1.641, 0.930)
H (-1.294, -1.040, 1.342)

## Properties
orbital gap: 10.818 eV
HOMO energy: -9.9 eV
ΔE to the lowest compared entry with this formula, charge and spin: 25.5 kcal per mole

ORCA calculation (the ωB97M-V functional and the def2-TZVPD basis) on a 3-piece molecular cluster, C5H12O2 overall in a non-equilibrium geometry.

Cartesian coordinates (Å):
C (1.994, -0.094, -1.739)
C (0.675, 0.130, -1.860)
C (-0.038, 1.104, -1.024)
C (0.507, 1.955, -0.152)
C (-1.549, 1.405, -1.287)
H (2.637, 0.086, -0.891)
H (2.475, -0.523, -2.613)
H (0.156, -0.253, -2.730)
H (-0.009, 2.644, 0.505)
H (1.513, 1.773, 0.228)
H (-1.669, 2.415, -0.936)
H (-1.704, 1.232, -2.357)
H (-2.221, 0.722, -0.764)
O (-0.789, -1.207, 1.019)
H (0.006, -1.525, 1.485)
H (-0.493, -1.161, 0.117)
O (-0.362, -2.364, 3.611)
H (0.112, -1.663, 4.094)
H (-1.069, -1.984, 3.097)

## Properties
orbital gap: 9.293 eV
HOMO energy: -8.9 eV
ΔE to the lowest compared entry with this formula, charge and spin: 54.6 kcal per mole

ORCA calculation (the ωB97M-V functional and the def2-TZVPD basis) on C5H12O2 as an isolated structure.

Cartesian coordinates (Å):
C (2.687, -0.477, 0.529)
C (1.525, 0.137, -0.245)
C (0.205, -0.598, -0.008)
O (-0.153, -0.596, 1.370)
C (-0.919, -0.017, -0.849)
C (-2.256, -0.256, -0.451)
O (-2.418, 1.417, 0.368)
H (3.609, 0.099, 0.393)
H (2.454, -0.512, 1.598)
H (2.881, -1.504, 0.197)
H (1.741, 0.137, -1.323)
H (1.388, 1.190, 0.042)
H (0.362, -1.664, -0.234)
H (-0.426, 0.307, 1.594)
H (-0.726, 0.116, -1.913)
H (-1.389, 1.220, -0.265)
H (-2.463, -0.829, 0.448)
H (-3.071, -0.197, -1.169)
H (-3.030, 2.027, -0.080)

## Properties
orbital gap: 9.414 eV
HOMO energy: -8.5 eV
ΔE to the lowest compared entry with this formula, charge and spin: 85.4 kcal per mole